Record 1
ORCA calculation (wB97M-V/def2-TZVPD) on 2 unconnected molecules or ions with the total composition C5H14N2O at a distorted geometry.

Each line ends with the natural charge from an NBO analysis.
Positions of all 22 atoms, in Å:
C 1.675 1.283 -2.235  -0.433
N 1.361 0.051 -1.438  -0.637
C 1.718 0.171 -0.024  0.090
O 1.970 -1.149 0.432  -0.734
H 0.959 2.049 -1.912  0.189
H 1.536 1.152 -3.315  0.205
H 2.682 1.702 -2.016  0.168
H 2.019 -0.624 -1.824  0.353
H 2.676 0.732 0.128  0.135
H 0.859 0.592 0.469  0.173
H 1.135 -1.447 0.911  0.487
C -1.933 1.675 0.463  -0.490
C -1.539 0.552 1.130  -0.001
N -1.299 -0.752 0.643  -0.653
C -2.228 -1.721 1.222  -0.405
H -2.151 1.535 -0.601  0.197
H -2.067 2.556 1.025  0.214
H -1.263 0.678 2.189  0.180
H -1.373 -0.712 -0.398  0.378
H -1.959 -2.702 0.892  0.204
H -2.163 -1.718 2.315  0.199
H -3.243 -1.458 0.916  0.180

Summary:
* electronic energy: -10438.020 eV
* gap between HOMO and LUMO: 9.766 eV
* ΔE to the lowest compared entry with this formula, charge and spin: 3.008 eV
* lowest unoccupied orbital energy: 0.036 Ha

=====

Record 2
ORCA calculation (wB97M-V/def2-TZVPD) on 2 unconnected molecules or ions with the total composition C5H14N2O at a distorted geometry.

Each line ends with the natural charge from an NBO analysis.
Positions of all 22 atoms, in Å:
C 2.750 -0.010 0.122  -0.584
C 2.037 -0.202 1.494  -0.405
C 0.924 0.804 1.624  -0.476
C -0.363 0.269 0.963  0.104
C -1.206 -0.680 1.538  -0.077
N -2.453 -1.051 0.906  -0.840
N -0.744 0.805 -0.409  -0.896
H 2.927 -1.045 -0.363  0.204
H 3.619 0.420 0.309  0.201
H 1.997 0.537 -0.475  0.190
H 2.649 -0.299 2.339  0.204
H 1.564 -1.202 1.481  0.209
H 0.648 1.018 2.661  0.230
H 1.191 1.957 1.539  0.221
H -1.227 -0.944 2.521  0.190
H -2.375 -0.887 -0.143  0.380
H -2.680 -2.073 1.066  0.370
H -1.669 1.240 -0.162  0.397
H 0.049 1.231 -0.805  0.380
H -2.647 0.553 -6.014  0.466
H -2.139 -0.195 -4.797  0.463
O -2.853 -0.246 -5.393  -0.929

Summary:
* electronic energy: -10437.173 eV
* gap between HOMO and LUMO: 8.411 eV
* ΔE to the lowest compared entry with this formula, charge and spin: 3.855 eV
* lowest unoccupied orbital energy: 0.030 Ha

=====

Record 3
ORCA calculation (wB97M-V/def2-TZVPD) on a single C5H14N2O molecule at a distorted geometry.

Each line ends with the natural charge from an NBO analysis.
Positions of all 22 atoms, in Å:
C 0.907 -1.770 0.596  -0.074
O 2.266 -2.208 0.612  -0.750
C 0.776 -0.846 -0.614  -0.072
C -0.422 0.066 -0.509  -0.402
C -0.459 1.222 0.504  -0.219
C -2.104 3.065 1.027  -0.414
N -1.606 2.023 0.104  -0.625
N 0.687 -1.552 -1.883  -0.866
H 0.340 -2.695 0.390  0.168
H 0.588 -1.304 1.538  0.164
H 2.620 -2.462 1.463  0.476
H 1.691 -0.230 -0.639  0.194
H -0.599 0.460 -1.511  0.213
H -1.299 -0.574 -0.341  0.199
H -0.742 0.760 1.475  0.183
H 0.473 1.809 0.607  0.170
H -2.647 3.755 0.376  0.200
H -1.332 3.567 1.614  0.172
H -2.845 2.572 1.663  0.190
H -1.420 2.460 -0.788  0.347
H 1.496 -2.099 -2.119  0.380
H -0.210 -1.911 -2.163  0.368

Summary:
* electronic energy: -10438.809 eV
* gap between HOMO and LUMO: 9.761 eV
* ΔE to the lowest compared entry with this formula, charge and spin: 2.219 eV
* lowest unoccupied orbital energy: 0.036 Ha

=====

For reference, HOMO energy by record: -8.78 -7.60 -8.78 eV.